Below is a molecular structure, C25H27AsNO6P2RbS2, with properties calculated with wB97M-V/def2-TZVPD.

Structure (ORCA input):
```
! wB97M-V def2-TZVPD RIJCOSX def2/J DEFGRID3
* xyz -2 1
Rb 0.380 0.575 0.655
S 3.602 -3.009 3.791
C 4.230 -3.157 2.209
C 3.563 -2.369 1.318
C 2.466 -1.590 1.841
C 2.376 -1.823 3.176
C 1.506 -1.203 4.186
C 1.753 -1.354 5.560
C 0.945 -0.719 6.479
C -0.103 0.069 6.027
C -0.287 0.163 4.656
N 0.476 -0.455 3.757
H 5.068 -3.815 2.019
H 3.879 -2.334 0.281
H 2.592 -1.952 5.892
H 1.139 -0.827 7.541
H -0.757 0.602 6.704
H -1.096 0.772 4.268
O -3.310 2.655 0.825
As -2.483 1.727 2.132
O -3.146 2.385 3.482
O -0.673 2.689 1.984
C -0.750 3.960 1.608
C -0.973 4.976 2.549
C -1.035 6.302 2.164
C -0.884 6.667 0.830
C -0.665 5.678 -0.117
C -0.598 4.344 0.262
S -0.179 3.140 -0.977
O 1.189 2.724 -0.686
O -0.333 3.816 -2.258
O -1.111 2.004 -0.841
H -2.814 2.468 0.010
H -1.122 4.674 3.577
H -1.217 7.064 2.915
H -0.937 7.707 0.532
H -0.542 5.914 -1.165
C 2.477 -3.116 -2.382
P 0.939 -2.342 -1.709
C 0.487 -3.593 -0.442
C -0.238 -2.811 -3.068
C -0.242 -4.069 -3.660
C -1.137 -4.384 -4.674
C -2.042 -3.426 -5.104
C -2.054 -2.168 -4.516
C -1.163 -1.838 -3.495
P -1.173 -0.236 -2.550
C 0.212 0.589 -3.459
C -2.558 0.649 -3.382
H 2.353 -4.169 -2.643
H 3.258 -3.035 -1.627
H 2.793 -2.564 -3.268
H 0.461 -4.608 -0.846
H -0.493 -3.340 -0.034
H 1.210 -3.524 0.372
H 0.453 -4.828 -3.321
H -1.133 -5.373 -5.119
H -2.745 -3.658 -5.896
H -2.777 -1.438 -4.858
H 0.136 0.373 -4.527
H 1.174 0.240 -3.083
H 0.149 1.666 -3.305
H -2.424 0.709 -4.465
H -2.564 1.659 -2.973
H -3.511 0.170 -3.153
*
```

Electronic energy ... -141882.7952 eV
Kohn-Sham gap ... 5.994 eV
Strongest force on any atom ... 2.16 eV/Å

natural (NBO) population analysis, charges in e, atoms 1 to 6: 0.865, 0.207, -0.449, -0.318, -0.333, -0.313